[1]
Entry from the Open Molecules 2025 dataset: the ion C11H19O6 with charge -1 in a non-equilibrium geometry (ωB97M-V/def2-TZVPD).

Structure (XYZ):
```
36
Properties=species:S:1:pos:R:3:mulliken_charge:R:1
O 1.668 2.106 1.211 -0.4329
O 1.887 0.088 2.146 -0.5258
O -2.121 3.221 -1.177 -0.7513
O -2.757 -0.309 -1.464 -0.4322
O -0.218 -2.715 -0.800 -0.4364
O -1.348 1.810 -2.666 -0.7290
C -3.187 1.032 -1.252 -0.2697
C 3.012 -1.281 -0.021 -0.6905
C 0.306 2.430 0.802 0.2021
C 2.148 -2.589 -0.170 -0.6882
C 2.259 0.072 -0.207 -0.3467
C -1.538 -0.578 -0.796 0.2289
C -1.483 -2.124 -0.511 -0.7466
C -0.609 2.345 2.070 -0.9455
C -2.134 2.102 -1.724 0.6199
C 1.904 0.753 1.152 0.4652
C 0.669 -2.511 0.324 -0.1503
H 2.989 0.773 -0.683 0.4608
H 0.499 -3.401 0.986 0.2405
H -1.834 -2.346 0.529 0.2089
H -1.679 2.216 1.812 0.2342
H -1.468 -0.072 0.194 0.0682
H -3.468 1.227 -0.190 0.1856
H -4.086 1.187 -1.891 0.2878
H -2.236 -2.588 -1.192 0.3762
H -0.065 1.793 -0.022 -0.1859
H 0.322 3.474 0.444 0.3420
H 3.606 -1.319 0.918 0.3366
H 0.412 -1.607 0.909 0.2886
H 2.127 -2.870 -1.244 0.3172
H -0.413 3.248 2.686 0.3029
H 3.772 -1.317 -0.840 0.3173
H -0.705 -0.346 -1.493 0.2359
H 2.680 -3.395 0.386 0.2874
H -0.301 1.462 2.670 0.2806
H 1.391 0.030 -0.895 0.0443
```

As for the charge: -1. As for the energy: -24000.305 eV. As for the SMILES: CCOC(=O)CCCCOCCOCC(=O)[O-]. The HOMO energy comes out at -0.16128 Eh. For the frontier orbital gap, the calculation gives 7.6 eV. The value obtained for the energy relative to the best compared isomer or geometry (same formula, charge and spin) is 2.059 eV. Its multiplicity is 1.



[2]
Entry from the Open Molecules 2025 dataset: a cluster of 2 separate species, C11H20B2FNO7Si in total in a non-equilibrium geometry (ωB97M-V/def2-TZVPD).

Structure (XYZ):
```
43
Properties=species:S:1:pos:R:3:mulliken_charge:R:1
Si 2.533 -0.186 -0.616 0.1731
F 1.540 -2.977 -2.746 -0.3630
O -2.556 1.878 0.886 -0.5635
O -5.369 -1.631 -1.887 -0.6300
O -6.173 0.844 -1.924 -0.5752
O 1.190 -0.756 1.903 -0.5096
O -1.695 -0.616 0.854 -0.5505
O 3.760 -2.332 2.313 -0.6320
O 4.944 -0.378 1.780 -0.5084
N 0.535 1.439 1.103 0.0105
C -3.223 1.112 0.218 1.0383
C 0.643 2.119 2.407 -1.0096
C -5.086 0.581 -1.217 0.3019
C 1.504 -0.656 -2.133 -0.5905
C 0.635 2.424 0.026 -1.3203
C 0.877 -2.041 -1.968 -0.3258
C 3.720 -1.548 -0.139 -0.6857
C -3.482 -1.261 -0.514 -0.7747
C -4.404 1.506 -0.529 -1.1133
C -2.792 -0.337 0.173 0.2437
C -4.671 -0.869 -1.243 1.0467
B 4.163 -1.420 1.369 0.3916
B 1.304 0.235 0.931 0.9537
H 0.913 -2.392 -0.935 0.2462
H -0.169 -2.035 -2.268 0.2239
H -1.353 0.228 1.225 0.1920
H -4.698 2.545 -0.501 0.4399
H 1.380 2.921 2.348 0.3070
H 3.256 -2.513 -0.339 0.3461
H 2.124 -0.665 -3.028 0.5875
H -0.095 3.214 0.198 0.3407
H 0.952 1.448 3.201 0.3790
H 5.193 0.185 1.048 0.2918
H 2.804 -2.383 2.342 0.3213
H 0.702 0.063 -2.287 0.2946
H 0.386 1.972 -0.929 0.3183
H -6.460 -0.009 -2.307 0.3708
H -3.186 -2.300 -0.550 0.4943
H 1.134 -0.432 2.806 0.2169
H 4.595 -1.490 -0.791 0.3468
H -0.311 2.573 2.671 0.1762
H 1.618 2.894 -0.022 0.3537
H 3.319 1.045 -0.927 -0.2542
```

As for the energy: -39506.071 eV. As for the SMILES: CN(C)B(O)[Si@H](CCF)CB(O)O.O=C1C=C(O)C(=O)C=C1O. The HOMO energy comes out at -0.35129 Eh. For the frontier orbital gap, the calculation gives 8.1 eV. Its multiplicity is 1.



[3]
Entry from the Open Molecules 2025 dataset: a structure of composition C11H20BBeCaCl6F6N3NaO14S3 in a non-equilibrium geometry (ωB97M-V/def2-TZVPD).

Structure (XYZ):
```
67
Properties=species:S:1:pos:R:3:mulliken_charge:R:1
Ca 1.954 1.894 5.628 1.3726
Cl 1.053 1.299 -4.707 -0.0389
Cl 5.951 -1.424 -9.152 1.7018
Cl 0.048 0.074 -2.306 -0.0987
Cl -1.389 2.291 -3.502 -0.0894
Cl 1.163 2.747 -2.211 -0.1024
Cl -2.910 6.293 5.334 -0.3963
S 4.690 -2.388 -4.846 1.1552
S -7.654 -0.034 5.354 0.5179
S 6.891 -3.896 -5.167 1.0766
Na 4.841 1.772 -9.194 1.0123
F 2.347 -1.679 -3.873 -0.1358
F 7.476 -5.248 -2.982 -0.2309
F 2.640 -3.801 -3.988 -0.2221
F 8.557 -5.879 -4.726 -0.1956
F 3.618 -2.670 -2.452 -0.2423
F 6.491 -6.409 -4.493 -0.2293
O 4.548 0.945 -4.938 -0.3745
O -7.755 1.449 5.484 -0.5789
O 5.681 -2.727 -9.691 -0.6344
O 0.674 2.092 3.822 -0.8936
O 4.857 -0.522 -9.486 -0.8463
O 7.928 -2.944 -4.845 -0.5744
O 5.259 -1.120 -4.433 -0.4616
O 6.798 -4.266 -6.556 -0.5339
O 7.181 -0.902 -9.700 -0.6403
O 4.934 2.334 -3.365 -0.5764
O 6.040 -1.481 -7.713 -0.5025
O 4.126 -2.404 -6.173 -0.5191
O 4.117 0.417 -2.914 -0.3892
O 1.347 0.848 2.076 -0.3240
N -4.847 3.232 4.999 -0.0368
N 5.498 -3.682 -4.410 -0.3132
N 4.534 1.233 -3.735 1.1493
C -9.326 -0.683 5.185 -0.9874
C 0.216 1.607 -3.185 0.2877
C 3.256 -2.642 -3.741 0.5624
C -0.462 -0.627 1.862 -0.6361
C -0.871 0.549 2.733 -0.0683
C -2.549 2.402 5.273 -0.6100
C -7.141 -0.393 3.664 -0.8849
C 0.444 1.242 2.960 0.6733
C -3.767 3.083 6.011 -0.3035
C 0.742 -0.075 1.139 0.0525
C 7.381 -5.429 -4.305 0.6282
B -5.273 4.611 4.736 0.0890
Be -5.968 -0.190 7.464 -0.0170
H -1.311 0.225 3.674 0.1771
H -1.583 2.563 5.800 0.0287
H -4.086 2.450 6.878 0.1639
H -4.472 5.571 4.899 -0.0121
H -9.851 -0.528 6.127 0.3149
H -1.246 -0.976 1.191 0.3806
H -2.504 2.850 4.250 0.2515
H -6.367 4.831 4.311 -0.0257
H -5.634 2.618 5.224 0.0997
H -3.491 4.069 6.415 0.3033
H -0.165 -1.467 2.495 0.2732
H -2.826 1.330 5.134 0.2329
H -7.802 0.115 2.962 0.3484
H -9.280 -1.751 4.967 0.3753
H -7.168 -1.470 3.498 0.3863
H 1.457 -0.851 0.875 0.3833
H -9.847 -0.156 4.386 0.3447
H -6.121 -0.031 3.531 0.2121
H 0.473 0.476 0.237 -0.1472
H -1.546 1.233 2.211 0.3182
```

As for the charge: +1. As for the energy: -192712.038 eV. The HOMO energy comes out at -0.32121 Eh. For the frontier orbital gap, the calculation gives 1.0 eV. Its multiplicity is 1.



[4]
Entry from the Open Molecules 2025 dataset: the ion C11H20BFN3OS with charge +1 in a non-equilibrium geometry (ωB97M-V/def2-TZVPD).

Structure (XYZ):
```
38
Properties=species:S:1:pos:R:3:mulliken_charge:R:1
S -3.227 -1.769 -1.258 -0.1715
F -4.771 2.551 1.892 -0.3194
O 0.649 2.660 0.941 -0.5704
N 0.837 -2.119 -0.867 -0.8833
N -0.465 -2.224 -1.054 0.7146
N 2.614 -0.571 -0.380 -0.1738
C -2.267 1.337 -0.605 -0.6551
C 2.829 -0.829 1.081 -0.0989
C 1.165 -0.798 -0.608 -0.4339
C 2.020 2.442 -1.367 -0.8520
C -0.901 -3.637 -1.397 -0.8406
C -1.462 -1.267 -0.987 0.4132
C 4.359 -0.776 1.534 -1.0823
C -3.407 1.044 0.521 -0.3091
C -1.194 0.193 -0.705 -0.2861
C 0.303 0.432 -0.523 0.4568
C -3.418 2.113 1.698 -0.2717
B 0.962 1.896 -0.249 0.4147
H -0.006 -4.334 -1.479 0.2945
H 4.437 -0.022 2.392 0.2716
H -2.826 1.413 -1.600 0.3833
H -1.651 -4.039 -0.654 0.2997
H -3.180 0.008 0.957 0.2013
H -1.323 -3.556 -2.458 0.3765
H 1.174 2.277 1.681 0.3456
H -4.400 0.940 -0.012 0.3709
H -3.094 1.610 2.673 0.2333
H 2.458 -1.895 1.300 0.3073
H 3.002 1.854 -1.303 0.2847
H -3.567 -2.422 -0.074 0.2302
H -1.834 2.362 -0.351 0.3399
H -2.723 2.995 1.539 0.2215
H 2.165 -0.103 1.654 0.1986
H 4.725 -1.769 1.964 0.3023
H 3.107 -1.258 -0.969 0.3661
H 1.587 2.174 -2.395 0.3106
H 5.079 -0.457 0.722 0.3337
H 2.246 3.545 -1.253 0.2773
```

As for the charge: +1. As for the energy: -32469.137 eV. The HOMO energy comes out at -0.48614 Eh. For the frontier orbital gap, the calculation gives 8.4 eV. The value obtained for the energy relative to the best compared isomer or geometry (same formula, charge and spin) is 0.000 eV. Its multiplicity is 1.



[5]
Entry from the Open Molecules 2025 dataset: a structure of composition C11H20BNO12P2S2Ta in a non-equilibrium geometry (ωB97M-V/def2-TZVPD).

Structure (XYZ):
```
50
Properties=species:S:1:pos:R:3:mulliken_charge:R:1
Ta 2.912 2.191 2.922 1.0910
S 2.494 -1.606 3.308 -0.3262
S 3.134 0.339 6.280 -0.3701
P 3.684 -0.257 2.568 0.2957
P 2.262 1.830 5.401 0.3977
O -2.415 -3.309 -3.648 -0.3363
O 3.604 2.645 0.936 -0.8506
O 4.179 5.864 2.848 -0.5755
O 1.972 4.320 0.057 -0.5445
O -1.938 -1.922 1.233 -0.5576
O 0.531 1.783 5.469 -0.5160
O 2.725 3.264 6.289 -0.5224
O -3.949 -0.913 0.924 -0.3793
O -0.762 -1.916 -2.952 -0.6142
O 2.046 1.911 -0.867 -0.4876
O 3.680 -0.518 0.842 -0.4680
O 5.324 -0.402 3.067 -0.4826
N 2.152 4.278 3.111 -0.7208
C -2.836 -1.582 0.504 0.3081
C -2.737 -3.971 -4.875 -0.4599
C -4.853 -0.765 -0.173 -0.4404
C -2.924 -1.863 -0.970 0.1207
C -2.101 -3.133 -5.958 -0.4861
C 3.213 5.067 2.935 0.8971
C 0.799 1.562 2.138 -0.0766
C -0.871 -2.584 -5.269 -0.4605
C -1.313 -2.528 -3.833 0.5466
C -4.001 -0.897 -1.413 -0.5718
C -0.358 1.045 1.743 -0.3497
B 2.503 2.974 0.036 0.7451
H -5.614 -1.549 -0.106 0.2590
H -3.822 -4.029 -4.987 0.3141
H -2.769 -2.308 -6.229 0.2696
H -0.020 -3.264 -5.353 0.2690
H -1.972 -1.661 -1.468 0.2148
H -0.612 -1.592 -5.639 0.2993
H 0.245 2.591 4.955 0.3459
H 1.987 3.896 6.070 0.3174
H -3.224 -2.903 -1.117 0.2245
H 5.830 0.142 2.404 0.3013
H -3.548 0.070 -1.657 0.2688
H 4.276 0.174 0.444 0.2772
H -1.880 -3.698 -6.866 0.3176
H 4.610 2.704 3.528 0.0596
H -4.561 -1.236 -2.287 0.3140
H -5.344 0.209 -0.116 0.3417
H -2.330 -4.986 -4.841 0.2620
H -1.364 0.546 1.469 -0.0324
H 1.172 4.299 0.639 0.3292
H 2.784 1.686 -1.496 0.2421
```

As for the charge: -1. As for the energy: -80271.722 eV. The HOMO energy comes out at -0.18031 Eh. For the frontier orbital gap, the calculation gives 6.1 eV. Its multiplicity is 1.



[6]
Entry from the Open Molecules 2025 dataset: a cluster of 2 separate species, C11H20BrClO5 in total in a non-equilibrium geometry (ωB97M-V/def2-TZVPD).

Structure (XYZ):
```
38
Properties=species:S:1:pos:R:3:mulliken_charge:R:1
Br -6.899 1.571 1.118 -0.1886
Cl -1.843 -3.221 -0.102 -0.2139
O -2.284 0.832 0.310 -0.3876
O 3.918 -1.950 -0.250 -0.5036
O 3.764 0.186 -0.953 -0.2682
O -4.998 -0.136 0.141 -0.2646
O 5.724 -0.890 -1.081 -0.3491
C 4.762 1.172 -1.243 0.4864
C -2.597 -0.470 -0.150 0.0622
C -2.617 1.061 1.674 -0.5261
C -3.926 -1.056 0.437 -0.9067
C 5.865 0.327 -1.818 -0.5160
C 4.231 2.224 -2.189 -1.4422
C -6.000 -0.211 1.117 -0.4938
C -0.399 -1.242 1.112 -0.9019
C 0.631 -0.076 0.863 -0.8688
C -1.382 -1.464 -0.079 0.1232
C 4.420 -0.980 -0.715 0.6267
H 6.853 0.760 -1.663 0.3145
H 1.173 0.160 1.798 0.3542
H -4.213 -2.001 -0.076 0.5307
H 5.062 1.634 -0.297 0.2381
H 3.910 1.777 -3.132 0.3582
H -5.628 -0.409 2.140 0.3550
H 0.224 -2.163 1.174 0.5214
H 3.356 2.715 -1.759 0.3486
H 0.170 0.823 0.413 0.2771
H 1.342 -0.473 0.104 0.1503
H -2.451 0.197 2.345 0.2477
H -3.697 1.335 1.773 0.1580
H -2.036 1.941 2.010 0.2792
H 4.989 2.980 -2.398 0.3881
H -0.789 -1.290 -1.004 0.3670
H -0.893 -1.170 2.104 0.2494
H -2.819 -0.347 -1.236 0.2748
H -6.793 -0.943 0.875 0.3931
H 5.733 0.106 -2.881 0.3087
H -3.860 -1.307 1.517 0.4183
```

As for the energy: -104532.638 eV. As for the SMILES: CC[C@@H](Cl)[C@@H](COCBr)OC.C[C@@H]1COC(=O)O1. The HOMO energy comes out at -0.35674 Eh. For the frontier orbital gap, the calculation gives 10.4 eV. The value obtained for the energy relative to the best compared isomer or geometry (same formula, charge and spin) is 0.464 eV. Its multiplicity is 1.